Record 1
The following is a quantum chemistry calculation of 7 unconnected molecules or ions with the total composition C29H62IN3O18PS at a distorted geometry, from the OMol25 dataset.

- E (eV) = -100621.469
- Kohn-Sham gap (eV) = 6.85
- LUMO level (eV) = -4.83

```
! wB97M-V def2-TZVPD RIJCOSX def2/J DEFGRID3
* xyz 1 1
C 3.12 6.06 7.29
C 2.70 6.09 5.74
P 3.12 4.47 4.86
C 1.65 3.34 5.18
C 1.76 2.89 6.71
N 3.27 4.83 3.12
C 3.78 4.00 2.22
N 4.25 2.72 2.56
S 3.86 1.54 1.27
N 3.84 4.56 0.89
I 5.11 6.23 0.87
H 3.89 5.25 7.48
H 2.22 5.88 7.94
H 3.61 7.04 7.55
H 3.23 6.96 5.26
H 1.58 6.25 5.68
H 1.67 2.39 4.58
H 0.66 3.88 5.04
H 1.61 3.76 7.41
H 0.99 2.09 6.89
H 2.76 2.40 6.93
H 2.94 5.76 2.83
H 3.81 2.31 3.39
H 3.92 0.27 1.82
H 4.32 3.92 0.25
C -1.90 2.33 2.82
C -1.09 1.09 3.16
O -1.32 0.68 4.51
C -2.48 0.05 4.72
O -3.31 -0.20 3.89
O -2.57 -0.24 6.02
C -3.81 -0.83 6.41
H -1.71 3.12 3.54
H -1.65 2.69 1.82
H -2.97 2.12 2.85
H -0.03 1.33 3.09
H -1.29 0.27 2.47
H -4.03 -1.71 5.80
H -4.61 -0.10 6.33
H -3.72 -1.14 7.45
C -3.14 1.33 -4.69
C -2.01 1.77 -3.79
O -2.43 1.84 -2.42
C -2.54 0.66 -1.80
O -2.32 -0.42 -2.27
O -2.97 0.89 -0.55
C -3.24 -0.30 0.20
H -4.01 1.97 -4.55
H -2.84 1.37 -5.74
H -3.46 0.31 -4.46
H -1.69 2.78 -4.06
H -1.14 1.12 -3.89
H -2.38 -0.97 0.20
H -4.12 -0.81 -0.21
H -3.46 -0.01 1.23
C 10.01 -2.60 0.87
C 10.20 -1.95 2.23
O 10.03 -0.53 2.16
C 8.78 -0.10 2.07
O 7.79 -0.79 2.06
O 8.80 1.24 1.98
C 7.51 1.81 1.78
H 10.67 -2.14 0.13
H 10.22 -3.67 0.92
H 8.98 -2.47 0.51
H 11.22 -2.13 2.57
H 9.53 -2.38 2.98
H 6.81 1.48 2.54
H 7.14 1.56 0.78
H 7.62 2.89 1.85
C -7.80 -3.72 -8.30
C -6.48 -2.96 -8.29
O -6.53 -1.84 -7.41
C -6.43 -2.13 -6.11
O -6.30 -3.22 -5.63
O -6.52 -0.98 -5.42
C -6.54 -1.16 -4.00
H -8.62 -3.04 -8.53
H -7.78 -4.52 -9.04
H -8.01 -4.16 -7.33
H -6.29 -2.56 -9.29
H -5.64 -3.62 -8.04
H -5.68 -1.74 -3.67
H -7.47 -1.64 -3.70
H -6.49 -0.17 -3.54
C -9.22 -2.75 -14.29
C -7.97 -2.50 -13.47
O -7.74 -3.56 -12.53
C -7.24 -4.69 -13.05
O -6.97 -4.87 -14.21
O -7.12 -5.58 -12.06
C -6.69 -6.87 -12.51
H -10.08 -2.92 -13.64
H -9.44 -1.89 -14.93
H -9.11 -3.63 -14.92
H -8.10 -1.59 -12.88
H -7.10 -2.35 -14.10
H -5.77 -6.81 -13.09
H -7.48 -7.34 -13.09
H -6.50 -7.48 -11.63
C 5.59 -0.55 6.48
C 6.84 -0.33 7.31
O 6.52 0.01 8.66
C 6.13 -1.01 9.43
O 6.03 -2.16 9.09
O 5.84 -0.53 10.64
C 5.30 -1.50 11.54
H 4.92 0.31 6.54
H 5.84 -0.73 5.43
H 5.02 -1.41 6.85
H 7.40 0.52 6.90
H 7.50 -1.20 7.27
H 5.95 -2.37 11.61
H 4.30 -1.80 11.21
H 5.22 -1.04 12.52
*
```

***

Record 2
The following is a quantum chemistry calculation of 8 unconnected molecules or ions with the total composition C29H63FN4O8P at a distorted geometry, from the OMol25 dataset.

- E (eV) = -65429.612
- Kohn-Sham gap (eV) = 5.62
- LUMO level (eV) = -5.54

```
! wB97M-V def2-TZVPD RIJCOSX def2/J DEFGRID3
* xyz 1 1
N -1.42 -1.68 0.14
C -1.25 -0.61 -0.76
N -1.16 -0.88 -2.06
N -1.24 0.65 -0.24
F -2.48 1.14 0.11
P 0.10 1.67 0.15
N 1.07 1.87 -1.23
O 1.02 0.75 1.19
H -2.30 -1.44 0.64
H -0.70 -1.62 0.86
H -2.14 -1.07 -2.36
H -0.71 -1.80 -2.19
H 1.77 1.14 -1.32
H 1.62 2.71 -1.02
H 0.92 1.19 2.05
C 1.59 -4.77 -4.33
C 2.21 -5.16 -2.99
C 1.72 -4.05 -2.08
O 0.45 -3.63 -2.59
C 0.25 -4.19 -3.90
H 1.49 -5.59 -5.03
H 2.19 -3.99 -4.80
H 1.80 -6.12 -2.67
H 3.29 -5.25 -3.02
H 2.40 -3.19 -2.10
H 1.61 -4.38 -1.04
H -0.51 -4.98 -3.81
H -0.12 -3.43 -4.58
C 1.30 -0.46 -5.04
C 2.75 -0.83 -5.31
C 3.49 0.18 -4.45
O 2.64 0.46 -3.33
C 1.34 -0.07 -3.57
H 0.59 -1.27 -5.25
H 1.01 0.40 -5.65
H 2.94 -1.85 -4.95
H 3.03 -0.79 -6.36
H 3.67 1.11 -4.99
H 4.45 -0.20 -4.09
H 1.21 -0.95 -2.93
H 0.59 0.67 -3.31
C 3.71 4.38 2.59
C 4.12 5.71 1.96
C 4.51 5.28 0.56
O 3.70 4.14 0.24
C 3.05 3.68 1.42
H 3.05 4.49 3.45
H 4.59 3.83 2.91
H 3.26 6.38 1.92
H 4.93 6.21 2.49
H 5.56 4.97 0.51
H 4.35 6.06 -0.18
H 1.98 3.95 1.35
H 3.13 2.59 1.48
C -5.33 1.79 -2.67
C -5.21 1.52 -4.16
C -4.33 0.28 -4.18
O -4.60 -0.45 -2.97
C -5.38 0.38 -2.09
H -6.20 2.39 -2.40
H -4.44 2.31 -2.31
H -6.19 1.28 -4.57
H -4.79 2.35 -4.73
H -3.27 0.55 -4.18
H -4.52 -0.36 -5.04
H -6.40 0.00 -2.07
H -4.97 0.33 -1.08
C -5.04 -3.37 -0.38
C -6.11 -3.48 0.70
C -5.97 -4.94 1.11
O -4.60 -5.30 0.91
C -3.95 -4.27 0.16
H -4.70 -2.34 -0.56
H -5.43 -3.76 -1.33
H -5.86 -2.83 1.54
H -7.11 -3.23 0.36
H -6.59 -5.59 0.48
H -6.25 -5.11 2.15
H -3.28 -3.73 0.84
H -3.35 -4.73 -0.63
C 7.22 3.19 6.83
C 8.02 2.70 5.63
C 6.93 2.39 4.63
O 5.85 3.30 4.89
C 6.09 3.95 6.15
H 7.79 3.81 7.52
H 6.81 2.34 7.38
H 8.66 3.50 5.26
H 8.65 1.84 5.85
H 6.55 1.37 4.75
H 7.26 2.51 3.59
H 6.37 4.99 5.95
H 5.17 3.96 6.73
C -3.84 0.91 4.21
C -3.61 -0.48 4.78
C -3.95 -1.38 3.60
O -3.62 -0.64 2.42
C -3.37 0.73 2.77
H -3.32 1.70 4.73
H -4.91 1.14 4.22
H -2.55 -0.60 5.05
H -4.20 -0.70 5.67
H -5.02 -1.61 3.57
H -3.39 -2.32 3.61
H -2.29 0.91 2.69
H -3.89 1.39 2.07
*
```

***

Record 3
The following is a quantum chemistry calculation of a molecular structure, C29H63HgN2O11S4 at a distorted geometry, from the OMol25 dataset.

- energy relative to the best compared isomer or geometry (same formula, charge and spin) (kJ/mol) = 0.0
- E (eV) = -104102.183
- Kohn-Sham gap (eV) = 3.71
- LUMO level (eV) = -5.53

```
! wB97M-V def2-TZVPD RIJCOSX def2/J DEFGRID3
* xyz 1 1
Hg -2.26 0.95 3.07
O 0.46 -0.49 0.05
C -0.29 0.15 0.93
O -1.43 0.50 0.71
O 0.12 0.34 2.11
H 1.20 -0.78 0.59
C -0.77 -4.77 -0.14
C -1.94 -3.78 -0.29
N -2.22 -3.43 -1.71
C -3.58 -2.98 -1.93
C -4.02 -1.66 -1.22
C -1.19 -2.55 -2.32
C -1.37 -2.56 -3.83
H 0.21 -4.30 -0.29
H -0.73 -5.51 -0.94
H -0.73 -5.18 0.87
H -2.80 -4.32 0.11
H -1.73 -2.89 0.30
H -3.83 -3.11 -2.98
H -4.30 -3.73 -1.59
H -5.07 -1.42 -1.39
H -3.75 -1.48 -0.18
H -3.42 -0.92 -1.74
H -0.22 -3.00 -2.10
H -1.11 -1.53 -1.95
H -0.55 -2.10 -4.37
H -2.21 -1.89 -4.02
H -1.77 -3.48 -4.27
C 2.03 -0.64 -2.63
C 2.57 -1.24 -3.96
N 3.97 -0.90 -4.30
C 4.21 0.54 -4.47
C 5.13 0.72 -5.71
C 4.95 -1.60 -3.43
C 4.86 -3.15 -3.58
H 2.55 -1.08 -1.79
H 1.04 -1.06 -2.47
H 2.07 0.45 -2.60
H 2.42 -2.31 -3.87
H 2.03 -0.93 -4.86
H 3.23 0.97 -4.70
H 4.57 1.05 -3.58
H 4.82 0.42 -6.71
H 5.37 1.78 -5.78
H 6.10 0.24 -5.58
H 4.85 -1.36 -2.37
H 5.99 -1.34 -3.61
H 3.98 -3.60 -3.13
H 5.71 -3.58 -3.05
H 5.04 -3.40 -4.63
C 1.08 -3.08 5.23
C -0.11 -3.96 5.75
C -1.35 -3.14 5.54
S -1.09 -2.54 3.82
O -1.58 -1.17 3.75
O -1.63 -3.57 2.95
C 0.73 -2.69 3.77
H 2.04 -3.58 5.36
H 1.03 -2.16 5.82
H 0.07 -4.13 6.81
H -0.09 -4.91 5.22
H -1.40 -2.31 6.26
H -2.21 -3.81 5.57
H 1.13 -1.71 3.49
H 0.97 -3.46 3.04
C -5.25 2.22 -1.77
C -6.32 1.60 -0.94
C -6.27 2.46 0.32
S -4.44 2.82 0.73
O -3.82 1.82 1.60
O -4.14 4.26 0.93
C -3.92 2.38 -1.02
H -5.59 3.19 -2.14
H -5.26 1.56 -2.63
H -6.20 0.53 -0.74
H -7.27 1.73 -1.46
H -6.72 2.15 1.26
H -6.81 3.36 0.03
H -3.46 1.40 -0.88
H -3.19 3.14 -1.28
C 3.44 1.89 3.39
C 3.72 2.62 2.02
C 3.33 1.71 0.91
S 4.07 0.09 1.41
O 5.51 0.12 1.05
O 3.23 -1.05 1.03
C 4.00 0.43 3.22
H 2.35 1.89 3.38
H 3.80 2.35 4.32
H 4.77 2.88 1.92
H 3.20 3.58 2.06
H 3.53 1.87 -0.15
H 2.26 1.54 1.02
H 5.00 0.25 3.63
H 3.31 -0.29 3.64
C -1.12 6.45 0.85
C -0.99 5.28 -0.10
C -0.06 4.16 0.58
S -0.56 4.18 2.30
O 0.61 4.24 3.21
O -1.53 3.12 2.51
C -1.42 5.83 2.20
H -1.96 7.09 0.60
H -0.24 7.09 0.82
H -0.69 5.63 -1.08
H -2.01 4.88 -0.19
H 0.98 4.50 0.58
H -0.06 3.12 0.25
H -1.10 6.41 3.06
H -2.47 5.73 2.48
*
```

***

Record 4
The following is a quantum chemistry calculation of 8 unconnected molecules or ions with the total composition C29H64B2O18PS8 at a distorted geometry, from the OMol25 dataset.

- energy relative to the best compared isomer or geometry (same formula, charge and spin) (kJ/mol) = 0.0
- E (eV) = -165292.004
- Kohn-Sham gap (eV) = 5.97
- LUMO level (eV) = 1.73

```
! wB97M-V def2-TZVPD RIJCOSX def2/J DEFGRID3
* xyz -1 1
C -1.81 -5.17 -2.54
O -1.72 -3.98 -1.77
B -0.41 -3.64 -1.38
O 0.30 -4.44 -0.46
B 0.35 -2.23 -1.96
P 0.35 -2.40 -3.87
O 1.06 -1.14 -4.65
O -1.21 -2.48 -4.44
S 1.23 -4.08 -4.42
H -2.87 -5.48 -2.56
H -1.52 -5.01 -3.59
H -1.27 -6.02 -2.09
H 0.77 -5.13 -0.95
H 1.50 -2.18 -1.60
H -0.25 -1.23 -1.63
H 1.08 -1.44 -5.57
H -1.65 -1.79 -3.91
C 0.29 -0.89 3.18
C 1.14 0.38 3.37
C 2.40 0.23 2.51
S 1.93 -0.85 1.14
O 2.68 -2.08 1.26
O 1.92 -0.08 -0.07
C 0.26 -1.15 1.68
H -0.71 -0.77 3.60
H 0.77 -1.73 3.70
H 0.56 1.24 3.03
H 1.40 0.54 4.41
H 2.74 1.18 2.12
H 3.20 -0.25 3.07
H -0.04 -2.17 1.42
H -0.39 -0.43 1.17
C -4.83 2.00 -5.61
C -4.04 1.24 -6.68
C -2.56 1.26 -6.26
S -2.54 1.38 -4.47
O -1.97 2.64 -4.09
O -2.08 0.14 -3.91
C -4.32 1.47 -4.27
H -5.90 1.85 -5.71
H -4.63 3.07 -5.69
H -4.39 0.21 -6.73
H -4.17 1.68 -7.67
H -2.04 0.36 -6.57
H -2.05 2.14 -6.66
H -4.56 2.12 -3.43
H -4.69 0.46 -4.08
C -5.26 -2.31 5.34
C -4.67 -1.67 6.61
C -3.18 -1.47 6.36
S -2.98 -1.26 4.58
O -2.23 -2.38 4.08
O -2.62 0.10 4.30
C -4.71 -1.51 4.17
H -6.35 -2.30 5.35
H -4.94 -3.35 5.27
H -5.16 -0.71 6.78
H -4.84 -2.29 7.49
H -2.80 -0.58 6.86
H -2.59 -2.34 6.66
H -4.79 -2.03 3.22
H -5.18 -0.53 4.11
C 7.76 0.51 0.72
C 7.41 -0.83 1.39
C 7.26 -0.55 2.89
S 6.73 1.16 3.04
O 7.77 1.91 3.69
O 5.36 1.19 3.50
C 6.77 1.53 1.29
H 7.68 0.44 -0.36
H 8.78 0.80 0.97
H 6.48 -1.21 0.99
H 8.18 -1.58 1.21
H 6.51 -1.20 3.35
H 8.21 -0.65 3.42
H 7.09 2.56 1.14
H 5.77 1.38 0.89
C -0.28 4.81 2.44
C -0.90 3.53 1.86
C -1.62 2.82 3.01
S -2.13 4.09 4.16
O -1.41 3.92 5.40
O -3.56 4.24 4.12
C -1.38 5.46 3.27
H 0.07 5.48 1.65
H 0.57 4.56 3.07
H -1.61 3.78 1.08
H -0.14 2.88 1.42
H -2.50 2.28 2.66
H -0.96 2.13 3.54
H -1.01 6.20 3.98
H -2.15 5.90 2.63
C -3.29 -1.45 -0.60
C -4.37 -1.78 0.44
C -4.69 -0.50 1.21
S -4.33 0.86 0.09
O -3.22 1.61 0.62
O -5.57 1.50 -0.30
C -3.75 -0.15 -1.26
H -3.17 -2.25 -1.33
H -2.34 -1.29 -0.10
H -5.27 -2.13 -0.08
H -4.05 -2.58 1.11
H -5.73 -0.45 1.51
H -4.04 -0.38 2.08
H -2.95 0.36 -1.79
H -4.59 -0.33 -1.93
C 6.22 0.24 -3.29
C 5.57 1.63 -3.30
C 4.74 1.74 -4.58
S 4.25 0.06 -5.00
O 4.89 -0.31 -6.25
O 2.84 -0.10 -4.79
C 5.12 -0.74 -3.67
H 6.65 -0.01 -2.33
H 7.02 0.20 -4.04
H 4.92 1.73 -2.43
H 6.32 2.42 -3.24
H 3.86 2.35 -4.44
H 5.33 2.13 -5.41
H 5.49 -1.71 -4.00
H 4.41 -0.88 -2.85
*
```